This record from the Open Molecules 2025 dataset describes a cluster of 2 separate species, C6H11FN3 in total at a distorted geometry. The level of theory is the ωB97M-V functional and the def2-TZVPD basis.

```
! wB97M-V def2-TZVPD RIJCOSX def2/J DEFGRID3
* xyz 1 1
C 1.788 1.991 -2.932
C 0.905 1.754 -1.841
C 2.431 0.805 -3.070
C -0.146 -1.059 2.663
C -2.617 -0.996 2.036
C -1.183 -0.747 1.736
N 1.894 -0.082 -2.152
N 0.992 0.528 -1.391
N -0.970 -0.286 0.532
F 3.393 0.283 -3.877
H 2.038 2.846 -3.515
H 0.237 2.315 -1.204
H 0.701 -1.090 2.040
H 0.013 -0.325 3.425
H -0.428 -1.994 3.240
H -2.857 -0.193 2.849
H -3.148 -0.777 1.049
H -3.118 -1.911 2.300
H 1.956 -1.091 -2.069
H -0.039 -0.048 0.074
H -1.841 0.077 0.106
*
```

## Properties
**LUMO level**: -0.15107 Eh
**Gap between HOMO and LUMO**: 0.3278 Ha
**E_HOMO**: -13.0 eV

This record from the Open Molecules 2025 dataset describes an isolated molecule of C6H11FO4 at a distorted geometry. The level of theory is the ωB97M-V functional and the def2-TZVPD basis.

```
! wB97M-V def2-TZVPD RIJCOSX def2/J DEFGRID3
* xyz 0 1
C -2.405 0.071 1.349
O -1.936 -1.145 1.882
C -0.548 -1.305 1.845
C 0.009 -1.809 0.528
O 0.913 -2.629 0.470
O -0.635 -1.354 -0.616
C 0.036 -0.434 -1.419
F 0.693 -1.119 -2.411
C 1.045 0.447 -0.731
C 1.441 1.631 -1.592
O 2.549 2.321 -1.025
H -2.412 0.072 0.264
H -3.428 0.180 1.677
H -1.809 0.917 1.686
H -0.273 -2.055 2.571
H -0.053 -0.379 2.142
H -0.727 0.161 -1.908
H 1.949 -0.123 -0.544
H 0.652 0.839 0.200
H 1.702 1.314 -2.593
H 0.618 2.340 -1.666
H 2.619 2.061 -0.109
*
```

## Properties
**LUMO level**: 0.01847 Eh
**Structure (SMILES)**: COCC(=O)O[C@H](F)CCO
**Gap between HOMO and LUMO**: 0.3993 Ha
**E_HOMO**: -10.4 eV

This record from the Open Molecules 2025 dataset describes a structure of composition C6H11INOP at a distorted geometry. The level of theory is the ωB97M-V functional and the def2-TZVPD basis.

```
! wB97M-V def2-TZVPD RIJCOSX def2/J DEFGRID3
* xyz 0 1
C 0.897 1.334 -0.407
C 0.562 -2.027 0.913
C -0.105 2.367 -0.647
C 1.175 0.946 1.981
C 1.406 -1.009 0.444
C 0.630 0.328 0.674
N 0.497 -2.607 2.017
O 1.941 1.213 -0.975
P -3.188 -2.136 -2.078
I -1.305 -3.098 -0.854
H -0.540 2.077 -1.601
H 0.357 3.422 -0.682
H -0.985 2.220 0.053
H 0.719 1.903 2.170
H 1.036 0.352 2.915
H 2.175 1.079 1.884
H 2.357 -0.857 0.891
H 1.579 -1.089 -0.622
H -0.580 0.218 0.642
H -0.101 -3.365 2.096
H -3.918 -2.564 -1.012
*
```

## Properties
**LUMO level (alpha / beta)**: -0.01630 / -0.05502 Eh
**Gap between HOMO and LUMO (alpha / beta)**: 0.2868 / 0.2093 Ha
**E_HOMO (alpha / beta)**: -8.2 / -7.2 eV

This record from the Open Molecules 2025 dataset describes a cluster of 2 separate species, C6H11IOS in total at a distorted geometry. The level of theory is the ωB97M-V functional and the def2-TZVPD basis.

```
! wB97M-V def2-TZVPD RIJCOSX def2/J DEFGRID3
* xyz 0 1
C -2.553 0.720 0.399
C -1.281 1.551 0.533
C -0.629 0.103 -1.215
C -1.529 3.047 0.450
C 2.454 -3.015 -0.361
C 2.541 -1.626 -0.949
O -0.381 1.150 -0.534
S -2.108 -0.635 -0.768
I 3.376 -0.207 0.457
H -2.882 0.286 1.337
H -3.366 1.283 -0.060
H -0.744 1.306 1.459
H 1.556 -1.232 -1.209
H -2.170 3.358 1.271
H -2.012 3.296 -0.493
H -0.587 3.584 0.515
H 2.023 -3.689 -1.100
H 1.820 -3.026 0.523
H 3.439 -3.388 -0.084
H 3.187 -1.601 -1.823
*
```

## Properties
**LUMO level**: 0.02228 Eh
**Gap between HOMO and LUMO**: 0.3432 Ha
**E_HOMO**: -8.7 eV

This record from the Open Molecules 2025 dataset describes an isolated molecule of C6H11ISi at a distorted geometry. The level of theory is the ωB97M-V functional and the def2-TZVPD basis.

```
! wB97M-V def2-TZVPD RIJCOSX def2/J DEFGRID3
* xyz 0 3
C 3.605 0.211 1.800
C -0.916 -0.936 0.293
C 2.412 0.772 1.603
C 0.052 0.243 0.780
C 0.024 1.264 1.793
C 1.135 0.282 2.096
Si -2.450 -0.286 -0.394
I -4.165 -0.119 -2.150
H 4.607 0.718 1.554
H 3.781 -0.766 2.122
H -0.458 -1.353 -0.663
H -1.067 -1.818 0.869
H 2.469 1.703 1.114
H 0.671 0.369 -0.044
H 0.243 2.318 1.541
H -0.691 1.295 2.656
H 1.166 -0.445 2.993
H -2.008 1.024 -0.678
H -3.311 -0.177 0.961
*
```

## Properties
**LUMO level (alpha / beta)**: 0.01988 / -0.15235 Eh
**Gap between HOMO and LUMO (alpha / beta)**: 0.2251 / 0.1439 Ha
**E_HOMO (alpha / beta)**: -5.6 / -8.1 eV

This record from the Open Molecules 2025 dataset describes a structure of composition C6H11InO4 at a distorted geometry. The level of theory is the ωB97M-V functional and the def2-TZVPD basis.

```
! wB97M-V def2-TZVPD RIJCOSX def2/J DEFGRID3
* xyz 2 1
In -1.438 0.552 1.093
C -1.552 2.493 5.677
C -2.485 2.835 4.579
O -2.400 2.365 3.423
H -1.838 1.606 6.267
H -1.525 3.348 6.359
H -0.545 2.312 5.288
H -2.328 3.966 4.260
H -3.585 2.922 4.873
C 1.668 -3.317 -3.290
C 1.966 -1.832 -3.236
C 1.070 -0.983 -4.137
O 0.440 -0.068 -3.221
C 0.789 -0.370 -1.975
O 0.321 0.199 -1.010
O 1.719 -1.304 -1.919
H 2.171 -3.870 -2.502
H 1.967 -3.703 -4.265
H 0.587 -3.465 -3.216
H 3.014 -1.674 -3.482
H 0.331 -1.566 -4.684
H 1.652 -0.445 -4.881
*
```

## Properties
**LUMO level**: -0.50248 Eh
**Gap between HOMO and LUMO**: 0.0901 Ha
**E_HOMO**: -16.1 eV

This record from the Open Molecules 2025 dataset describes an isolated molecule of C6H11N at a distorted geometry. The level of theory is the ωB97M-V functional and the def2-TZVPD basis.

```
! wB97M-V def2-TZVPD RIJCOSX def2/J DEFGRID3
* xyz 0 1
C -0.569 -2.217 -0.672
C 0.459 -1.367 -0.648
C 0.790 -0.261 0.284
C 0.236 -0.104 1.498
N -1.023 -0.622 1.902
C 1.231 1.010 -0.469
C -0.044 1.682 -0.980
H -1.189 -2.424 0.189
H -0.999 -2.522 -1.620
H 0.792 -1.094 -1.651
H 0.672 0.608 2.204
H -1.303 -0.516 2.873
H -1.704 0.029 1.518
H 1.900 0.647 -1.248
H 1.770 1.656 0.225
H 0.219 2.167 -1.923
H -0.801 0.942 -1.229
H -0.439 2.384 -0.253
*
```

## Properties
**LUMO level**: 0.03202 Eh
**Structure (SMILES)**: C=C/C(=C\N)CC
**Gap between HOMO and LUMO**: 0.3176 Ha
**E_HOMO**: -7.8 eV

This record from the Open Molecules 2025 dataset describes an isolated molecule of C6H11N at a distorted geometry. The level of theory is the ωB97M-V functional and the def2-TZVPD basis.

```
! wB97M-V def2-TZVPD RIJCOSX def2/J DEFGRID3
* xyz 0 1
C -1.458 0.777 1.089
C -0.437 -0.216 0.530
C -0.947 -0.864 -0.722
C 0.876 0.516 0.120
C 2.101 -0.409 0.123
C 0.679 1.050 -1.307
N -0.257 0.290 -1.786
H -1.051 1.292 1.965
H -2.388 0.278 1.386
H -1.712 1.540 0.342
H -0.175 -0.959 1.283
H -0.935 0.109 -2.480
H -2.061 -0.954 -0.770
H -0.529 -1.856 -0.960
H 1.063 1.343 0.818
H 2.996 0.119 -0.221
H 2.292 -0.790 1.132
H 1.942 -1.266 -0.542
*
```

## Properties
**LUMO level**: 0.03568 Eh
**Gap between HOMO and LUMO**: 0.3321 Ha
**E_HOMO**: -8.1 eV

This record from the Open Molecules 2025 dataset describes a structure of composition C6H11N at a distorted geometry. The level of theory is the ωB97M-V functional and the def2-TZVPD basis.

```
! wB97M-V def2-TZVPD RIJCOSX def2/J DEFGRID3
* xyz 0 1
C 0.506 -1.488 1.475
C 0.193 -0.453 0.507
C -1.394 -0.157 0.132
C 0.286 0.986 -0.935
C 0.656 1.048 0.621
C 0.829 -0.346 -0.941
H 1.647 -1.492 1.629
H 0.205 -2.407 0.902
H -0.043 -1.536 2.476
H -1.994 0.306 0.973
H -2.014 -0.977 -0.139
H -1.288 0.093 -1.895
H 0.593 1.645 -1.670
H 1.777 1.107 0.666
H 0.220 1.737 1.431
H 0.597 -1.065 -1.766
H 1.959 -0.624 -0.835
N -1.159 0.812 -0.990
*
```

## Properties
**LUMO level**: 0.03406 Eh
**Gap between HOMO and LUMO**: 0.3649 Ha
**E_HOMO**: -9.0 eV

This record from the Open Molecules 2025 dataset describes a cluster of 2 separate species, C6H11N in total. The level of theory is the ωB97M-V functional and the def2-TZVPD basis.

```
! wB97M-V def2-TZVPD RIJCOSX def2/J DEFGRID3
* xyz 0 1
C -2.177 1.553 0.672
C -0.668 1.451 0.612
C 0.070 0.803 1.545
N 0.816 -0.034 1.977
H -2.571 1.911 -0.285
H -2.657 0.596 0.903
H -2.486 2.274 1.438
H -0.161 2.298 0.153
H 0.903 -0.720 0.968
C -0.108 -0.211 -0.928
C 0.642 -1.240 -0.370
C 2.021 -1.612 -0.896
H 0.374 0.495 -1.602
H -1.183 -0.300 -1.035
H 0.067 -2.090 0.006
H 2.738 -1.867 -0.109
H 1.925 -2.494 -1.542
H 2.456 -0.812 -1.505
*
```

## Properties
**LUMO level**: 0.03500 Eh
**Structure (SMILES)**: CC=C=N.C=CC
**Gap between HOMO and LUMO**: 0.3603 Ha
**E_HOMO**: -8.9 eV

ΔE to the lowest compared entry with this formula, charge and spin (kcal/mol)
29.7 0.0 0.0 0.0 75.3 0.0 62.4 64.0 65.8 75.6